# CH2N2O2

A 2-piece molecular cluster, CH2N2O2 overall in a non-equilibrium geometry (the ωB97M-V functional and the def2-TZVPD basis, OMol25).

Each line ends with the Mulliken charge.
Positions of all 7 atoms, in Å:
C 0.103 2.073 0.829  0.07
N 0.870 1.197 0.909  -0.36
N -0.589 -1.524 -1.329  0.34
O -0.097 -2.217 -0.230  -0.38
O -0.127 -0.419 -1.439  -0.33
H -0.722 2.632 0.855  0.30
H 0.563 -1.742 0.406  0.36

## Properties
Calculated total energy   -8140.6148 eV
SMILES   O=NO.C#N